Entry 1:
A structure of composition C9H13Br3FO4Tl. Source: OMol25; level of theory: ωB97M-V/def2-TZVPD.

Atoms and positions in Å:
1 Tl -1.36570 -1.12679 -2.73660
2 F 0.12465 -0.29820 -1.45682
3 O 2.07228 2.49790 -2.74571
4 C 1.23231 2.37443 -1.89559
5 O -0.03734 2.65523 -2.15389
6 C -0.95854 2.25278 -1.16561
7 C -0.01539 1.89833 -0.03396
8 C 1.38060 1.74487 -0.59995
9 H -1.46544 1.41213 -1.63937
10 H -1.69467 2.92884 -0.73069
11 H -0.45473 0.99640 0.39219
12 H 0.13870 2.63168 0.75759
13 H 1.72397 0.75291 -0.89360
14 H 2.23464 2.07522 -0.00870
15 O -2.26351 -1.67979 -1.36880
16 C -1.81443 -1.77381 -0.20440
17 O -2.47066 -2.42759 0.82911
18 C -1.97012 -2.16853 2.10518
19 C -0.71970 -1.27348 1.87481
20 C -0.54910 -1.19596 0.36271
21 H -1.63886 -3.05295 2.64940
22 H -2.72200 -1.60323 2.65580
23 H 0.23260 -1.75509 2.09676
24 H -0.87818 -0.26594 2.25934
25 H 0.19417 -1.83633 -0.11224
26 H -0.41130 -0.26386 -0.18528
27 C 2.33239 -0.65760 0.29339
28 Br 2.58583 -2.65624 0.72717
29 Br 4.07392 0.04835 -0.44511
30 Br 1.61503 0.41598 1.76941
31 H 1.48859 -0.64966 -0.39656

Values from the calculation:
**E_tot**: -235241.7864 eV
**2S+1**: 1
**Molar mass**: 648.292 g mol⁻¹
**Strongest force on any atom**: 14.897 eV Å⁻¹
**LUMO**: -13.4 eV
**E_HOMO**: -16.47 eV
**Kohn-Sham gap**: 3.1 eV
**Charge**: +2


Entry 2:
A structure of composition C9H13BrClI2NOPSn. Source: OMol25; level of theory: ωB97M-V/def2-TZVPD.

Atoms and positions in Å:
1 I 5.13440 0.71977 -1.51201
2 I 3.13485 -1.19280 -1.00062
3 Sn 0.00096 -0.96711 0.02099
4 P -0.68468 -0.35274 -2.71116
5 C 0.55016 -0.04240 -4.05314
6 C -2.07540 -1.32497 -3.43879
7 H -2.06446 1.30657 -1.59251
8 H -2.11392 1.54403 -3.37057
9 H -0.69755 2.06984 -2.38393
10 C -1.47100 1.30609 -2.51376
11 H -2.86443 -1.39736 -2.67108
12 H -2.50713 -0.85362 -4.33591
13 H 0.08551 0.04518 -5.04939
14 H 1.31130 -0.83056 -4.09958
15 H -1.76775 -2.35244 -3.69201
16 H 1.09334 0.89118 -3.83971
17 C 1.06177 1.25579 -0.41875
18 O 1.88262 2.05437 -0.38715
19 Cl -1.66921 0.72868 0.70264
20 Br -0.01130 -2.23234 6.61768
21 C 0.29067 -1.10029 5.08353
22 C 0.13332 0.28675 5.21781
23 C 0.18494 1.10725 4.07846
24 C 0.47357 0.48103 2.86703
25 N 0.67600 -0.83942 2.71691
26 C 0.62501 -1.63293 3.80901
27 H -0.05842 0.75776 6.16661
28 H 0.05918 2.19437 4.11204
29 H 0.51574 1.07875 1.93515
30 H 0.77189 -2.70844 3.74218

Values from the calculation:
**E_tot**: -126936.5624 eV
**2S+1**: 1
**Molar mass**: 670.059 g mol⁻¹
**Strongest force on any atom**: 4.046 eV Å⁻¹
**LUMO (alpha / beta)**: -14.1 / -13.8 eV
**E_HOMO (alpha / beta)**: -18.19 / -18.03 eV
**Kohn-Sham gap (alpha / beta)**: 4.1 / 4.2 eV
**Charge**: +3


Entry 3:
A cluster of 2 separate species, C9H13BrSi in total. Source: OMol25; level of theory: ωB97M-V/def2-TZVPD.

Atoms and positions in Å:
1 C 1.77372 3.90280 0.34958
2 C 0.40974 3.73382 0.20989
3 C 2.64693 2.82341 0.41035
4 C 0.00570 2.50842 -0.10957
5 C 2.22660 1.49894 0.06457
6 C 0.84162 1.39577 -0.17331
7 C -0.68911 -1.84345 1.51575
8 C -2.19845 -1.71857 -0.47434
9 C -1.19482 -0.92798 0.34401
10 Si 0.24307 -0.29938 -0.68703
11 Br 3.48150 -2.26188 -0.28141
12 H 2.13906 4.76871 0.83866
13 H -0.40580 4.57500 0.22809
14 H 3.67038 3.06353 0.73242
15 H -1.03700 2.47053 -0.50178
16 H 2.83865 0.63243 -0.05265
17 H 0.14756 -1.51793 2.00225
18 H -1.37467 -1.98985 2.35555
19 H -0.40780 -2.88468 0.94269
20 H -1.57103 -2.40818 -1.06195
21 H -2.75810 -1.11172 -1.24356
22 H -2.74462 -2.10333 0.39028
23 H -1.72384 -0.14581 0.89455
24 H 1.24018 -1.16740 -1.28877

Values from the calculation:
**E_tot**: -87460.4366 eV
**2S+1**: 1
**Molar mass**: 229.193 g mol⁻¹
**Strongest force on any atom**: 4.667 eV Å⁻¹
**LUMO (alpha / beta)**: -2.5 / -2.5 eV
**E_HOMO (alpha / beta)**: -7.67 / -7.67 eV
**Energy above the lowest of the compared OMol25 structures with the same formula, charge and spin**: 96.6 kcal per mole
**Kohn-Sham gap (alpha / beta)**: 5.2 / 5.2 eV


Entry 4:
A structure of composition C9H13Cl3FGaN. Source: OMol25; level of theory: ωB97M-V/def2-TZVPD.

Atoms and positions in Å:
1 F -3.35306 1.52130 0.77461
2 C -3.84519 0.19202 0.51304
3 C -2.84836 -0.49214 -0.56467
4 C -1.89296 -1.60704 0.13100
5 Ga -0.04938 -0.77981 0.67481
6 C 0.56064 0.43455 -0.87432
7 C 1.20531 -0.06113 -2.17464
8 C 1.56985 0.91871 -3.25361
9 N 1.46975 2.32571 -3.31357
10 C 0.91400 2.74146 -2.08389
11 C 0.43594 1.96150 -0.89140
12 H -4.92274 0.25354 0.12666
13 H -3.77798 -0.41448 1.46930
14 H -3.44526 -0.92389 -1.44210
15 H -2.23631 0.37553 -0.99625
16 H -1.78091 -2.49888 -0.57627
17 H -2.38815 -2.02197 1.08170
18 H 1.01962 -1.87141 1.14226
19 H -0.37637 0.15812 1.95452
20 H 1.38022 -1.17125 -2.32933
21 H 2.01381 0.45489 -4.20670
22 H 0.81605 3.88274 -1.99417
23 H 0.00085 2.50174 0.00604
24 C 4.01494 -1.14536 3.39078
25 Cl 3.37672 0.03997 2.24720
26 Cl 3.06334 -1.14719 4.88349
27 Cl 4.03914 -2.76031 2.66766
28 H 5.03648 -0.86695 3.63784

Values from the calculation:
**E_tot**: -103692.2224 eV
**2S+1**: 1
**Molar mass**: 330.290 g mol⁻¹
**Strongest force on any atom**: 5.728 eV Å⁻¹
**LUMO**: 2.7 eV
**E_HOMO**: -4.93 eV
**Kohn-Sham gap**: 7.6 eV
**Charge**: -1


Entry 5:
A structure of composition C9H13ClCoN3O6Se. Source: OMol25; level of theory: ωB97M-V/def2-TZVPD.

Atoms and positions in Å:
1 Co 0.26842 -0.53237 0.01170
2 C 0.08929 -3.53124 -0.98866
3 O -0.38734 -2.52503 -0.08267
4 C -1.69579 -2.75974 0.43620
5 C -1.85391 -1.86940 1.64385
6 O -1.52510 -0.54256 1.22608
7 C -1.87888 0.45647 2.18558
8 H -0.05076 -4.51755 -0.54665
9 H 1.14994 -3.35003 -1.13670
10 H -0.43591 -3.47539 -1.94252
11 H -1.80000 -3.80421 0.73398
12 H -2.44671 -2.52151 -0.32200
13 H -1.16946 -2.18334 2.43795
14 H -2.88113 -1.90512 2.01073
15 H -2.95525 0.43215 2.35828
16 H -1.60110 1.41879 1.76646
17 H -1.35056 0.29958 3.12782
18 O 3.42118 -1.33413 -2.23778
19 Cl 2.59543 -0.57564 -1.40294
20 O 3.09550 0.74257 -1.20277
21 O 2.39255 -1.22239 -0.09848
22 O 1.23343 -0.48005 -1.94067
23 Se 2.71447 1.80082 1.74673
24 N 2.51736 3.25517 0.84143
25 C 1.43533 3.13862 0.07857
26 C 0.91226 4.03916 -0.87751
27 C -0.14358 3.60336 -1.63355
28 C -0.69324 2.31079 -1.46284
29 N -0.27236 1.47071 -0.54288
30 C 0.76247 1.88659 0.21555
31 N 1.26276 1.03926 1.11085
32 H 1.34926 5.01927 -1.01253
33 H -0.56136 4.24442 -2.39677
34 H -1.49722 1.97196 -2.10382

Values from the calculation:
**E_tot**: -141780.4974 eV
**<S²>**: 3.756
**2S+1**: 4
**Molar mass**: 432.564 g mol⁻¹
**Strongest force on any atom**: 0.941 eV Å⁻¹
**LUMO (alpha / beta)**: -4.8 / -4.9 eV
**E_HOMO (alpha / beta)**: -13.15 / -13.15 eV
**Kohn-Sham gap (alpha / beta)**: 8.3 / 8.2 eV
**Charge**: +1


Entry 6:
An isolated molecule of C9H13ClN4S. Source: OMol25; level of theory: ωB97M-V/def2-TZVPD.

Atoms and positions in Å:
1 C 1.52702 -1.13705 0.01078
2 C 2.73507 -1.76235 -0.34716
3 C 1.60097 0.16875 0.54038
4 C 3.74665 0.19677 0.11919
5 C -1.98243 0.95124 1.50555
6 C -0.62948 0.43940 1.57367
7 C -2.30233 0.21408 0.28043
8 C -2.85492 1.74382 -1.68136
9 C -1.84635 0.79069 -1.11787
10 N 3.94119 -0.99657 -0.37292
11 N 2.71445 0.77179 0.65623
12 N 2.92662 -2.99616 -0.73897
13 N 0.51385 0.94633 0.91594
14 S -2.78127 -1.45465 0.33072
15 Cl 5.23441 1.15701 0.04646
16 H 0.68727 -1.71416 -0.20017
17 H -2.62262 0.73058 2.41025
18 H -2.01838 2.07887 1.35810
19 H -0.46459 -0.60346 1.95808
20 H -3.71763 1.14916 -1.89551
21 H -2.28452 1.94786 -2.56869
22 H -3.11850 2.67082 -1.00014
23 H -0.93889 1.26508 -0.99390
24 H -1.65909 0.07506 -1.82875
25 H 2.26260 -3.79455 -0.66518
26 H 3.86992 -3.14842 -1.00371
27 H 1.01805 1.72659 1.30704
28 H -3.55708 -1.41654 1.40150

Values from the calculation:
**E_tot**: -38859.1821 eV
**2S+1**: 1
**Molar mass**: 244.751 g mol⁻¹
**Strongest force on any atom**: 4.774 eV Å⁻¹
**LUMO**: 0.5 eV
**E_HOMO**: -7.01 eV
**Energy above the lowest of the compared OMol25 structures with the same formula, charge and spin**: 0.0 kcal per mole
**Kohn-Sham gap**: 7.5 eV


Entry 7:
A cluster of 2 separate species, C9H13IN2O7 in total. Source: OMol25; level of theory: ωB97M-V/def2-TZVPD.

Atoms and positions in Å:
1 O -0.08095 4.54747 -0.25955
2 C 0.49950 3.64226 -0.75554
3 O 1.87234 3.56801 -0.81059
4 C 2.22538 2.36464 -1.39304
5 O 3.35650 2.02216 -1.51353
6 C 0.99086 1.64507 -1.76843
7 C 0.97920 0.27772 -2.37627
8 O 0.60986 -0.67943 -1.39622
9 C 1.66571 -1.31306 -0.73363
10 O 1.48649 -1.07762 0.63982
11 C 2.65433 -1.17541 1.42670
12 C 2.70270 -2.47388 2.21371
13 O 3.72830 -2.43657 3.20008
14 C -0.04352 2.40621 -1.39608
15 I -2.04704 2.04241 -1.58862
16 H 0.23618 0.23701 -3.17292
17 H 1.95063 0.04982 -2.81410
18 H 1.62981 -2.38733 -0.94937
19 H 2.63154 -0.91242 -1.05811
20 H 3.56446 -1.08399 0.82864
21 H 2.64545 -0.34547 2.14139
22 H 1.73220 -2.65034 2.68249
23 H 2.93579 -3.31987 1.56897
24 H 3.83486 -1.53285 3.51297
25 N -4.42341 -0.10398 1.33282
26 C -4.90975 -0.23909 0.06217
27 N -6.27258 -0.19596 -0.05551
28 O -4.17507 -0.38604 -0.89940
29 H -5.00411 0.01943 2.13951
30 H -3.42735 -0.13498 1.44581
31 H -6.65559 -0.29689 -0.97607
32 H -6.89273 -0.07700 0.72192

Values from the calculation:
**E_tot**: -34956.7173 eV
**2S+1**: 1
**Molar mass**: 388.114 g mol⁻¹
**Strongest force on any atom**: 0.557 eV Å⁻¹
**SMILES**: O=C1OC(=O)C(COCOCCO)=C1I.NC(N)=O
**LUMO**: -1.0 eV
**E_HOMO**: -9.55 eV
**Kohn-Sham gap**: 8.6 eV


Entry 8:
An isolated molecule of C9H13IO. Source: OMol25; level of theory: ωB97M-V/def2-TZVPD.

Atoms and positions in Å:
1 C 2.03725 -3.20279 -1.91748
2 C 1.77319 -2.73668 -0.85774
3 C 1.54838 -2.28460 0.47370
4 C 1.89183 -3.13511 1.46878
5 O 0.77960 -1.16408 0.73005
6 C 0.93521 -0.07401 -0.16952
7 I 2.86217 0.85642 0.22441
8 C -0.30489 0.95046 -0.13848
9 C -1.48762 0.01917 -0.71723
10 C -0.00498 2.12328 -1.08955
11 C -0.69920 1.39665 1.22870
12 H 2.13542 -3.75708 -2.81968
13 H 1.53791 -3.08607 2.49414
14 H 2.37435 -3.99304 1.19066
15 H 1.04052 -0.43278 -1.22652
16 H -2.39690 0.54766 -0.52025
17 H -1.50956 -0.81681 -0.06310
18 H -1.44201 -0.10922 -1.86782
19 H 0.97496 2.56061 -0.88792
20 H 0.05041 1.71942 -2.11814
21 H -0.66106 2.88299 -1.01530
22 H 0.05708 2.01243 1.74280
23 H -0.88918 0.51824 1.96644
24 H -1.48740 2.16142 1.20019

Values from the calculation:
**E_tot**: -19688.4117 eV
**2S+1**: 1
**Molar mass**: 264.106 g mol⁻¹
**Strongest force on any atom**: 4.201 eV Å⁻¹
**SMILES**: C#CC(=C)O[C@H](I)C(C)(C)C
**LUMO**: 0.5 eV
**E_HOMO**: -9.01 eV
**Energy above the lowest of the compared OMol25 structures with the same formula, charge and spin**: 37.5 kcal per mole
**Kohn-Sham gap**: 9.6 eV